# 1
111
Properties=species:S:1:pos:R:3:forces:R:3:mulliken_charge:R:1 method="wB97M-V/def2-TZVPD" orbital_gap_ev="1.646 / 5.337" s2=8.776 e_homo_ev="-1.2 / -4.9" charge=-1 multiplicity=6
Fe 1.8339 3.4891 -0.7840 -2.8 -3.2 -1.1 0.79
O 0.9788 2.0555 0.4839 1.9 1.5 -1.3 -0.89
C 0.5432 1.0668 -0.4004 -0.7 0.9 -1.3 1.80
C 1.2773 0.8669 -1.7778 2.1 1.3 0.8 0.49
O 1.6413 2.1063 -2.4365 -0.7 0.8 2.1 -1.01
H -0.3940 1.4163 -0.8336 -1.0 0.1 0.2 -0.73
H 0.2984 0.1590 0.1511 0.4 -0.5 -0.1 -0.38
H 0.6773 0.2085 -2.4061 -0.3 0.0 -0.2 -0.11
H 2.2676 0.4271 -1.6596 0.0 -0.9 0.4 0.07
C -0.9612 4.6251 -2.4385 0.3 -0.7 2.0 0.09
O -0.0193 4.6100 -1.6105 0.0 0.1 -0.8 -0.65
N -2.1677 4.1040 -2.1322 0.5 1.6 0.3 0.37
C -3.3392 4.4079 -2.9710 -0.2 -1.1 0.5 -0.91
C -2.4547 3.4451 -0.7988 0.5 0.2 -1.4 -0.90
H -0.8413 5.0532 -3.4458 -0.2 -0.1 0.2 0.36
H -3.1772 5.0785 -3.8149 0.5 -0.2 0.1 0.33
H -4.1540 4.8306 -2.3834 0.2 0.2 0.3 0.32
H -3.7107 3.4376 -3.3008 -0.2 0.1 -0.5 0.29
H -3.3671 3.8758 -0.3864 -0.1 -0.4 -0.2 0.40
H -2.4795 2.3963 -1.0947 -0.7 -0.1 0.6 0.05
H -1.6782 3.5221 -0.0378 0.3 0.4 -0.5 0.35
C -3.5604 -3.5750 1.1826 2.1 0.3 1.3 -0.09
O -2.8302 -3.7688 2.1759 -1.7 -0.1 -1.7 -0.58
N -3.6267 -2.3729 0.5696 0.7 0.6 0.8 0.36
C -4.4013 -2.0652 -0.6125 -0.2 -0.9 0.6 -0.86
C -2.8845 -1.2330 1.1352 0.2 -0.1 0.2 -0.62
H -4.1038 -4.3811 0.6657 -0.2 0.0 0.2 0.40
H -4.4855 -0.9785 -0.6060 -0.6 -0.2 -0.3 0.16
H -5.3281 -2.6263 -0.4924 -0.5 0.6 -0.3 0.49
H -3.9753 -2.4126 -1.5538 0.5 0.1 -0.1 0.22
H -1.9502 -1.0933 0.5914 0.0 0.3 -0.3 0.18
H -3.5026 -0.3354 1.1172 0.1 0.0 -0.3 0.01
H -2.5861 -1.3276 2.1793 -0.3 -0.6 -0.1 0.34
C 5.5254 2.2835 4.2783 -0.8 0.6 -1.3 0.15
O 5.9490 3.3456 3.8266 -0.4 -0.9 0.7 -0.61
N 4.2441 1.8136 4.1332 2.1 -0.2 0.3 0.10
C 3.9630 0.4356 4.5010 -1.3 -0.3 0.0 -0.95
C 3.1924 2.4971 3.3854 0.1 -0.9 0.2 -0.68
H 6.1558 1.5370 4.7857 0.1 0.2 0.2 0.28
H 3.1038 0.4344 5.1717 -0.2 -0.1 0.0 0.31
H 4.7079 -0.1987 4.9814 0.7 0.9 0.0 0.40
H 3.6665 -0.1367 3.6220 -0.1 0.0 -0.3 0.28
H 2.7968 1.7568 2.6899 -0.3 0.1 -0.2 0.11
H 2.4024 2.7405 4.0958 -0.1 0.4 -0.3 0.31
H 3.5710 3.3381 2.8046 0.1 0.0 0.5 0.29
C -1.5543 1.4646 -4.6813 -0.3 0.2 0.2 0.20
O -1.2457 1.7776 -5.8100 0.1 0.0 -0.2 -0.66
N -2.4858 0.5348 -4.3574 0.6 0.1 -1.1 0.23
C -2.6924 0.0817 -2.9968 -0.4 -1.4 -0.6 -0.47
C -3.1327 -0.2856 -5.4097 -0.8 0.6 0.6 -0.92
H -1.1633 1.9649 -3.7818 0.3 0.0 0.0 0.33
H -2.1179 0.5028 -2.1718 0.2 0.6 -0.6 -0.21
H -2.4257 -0.9737 -3.0523 0.0 -0.4 0.6 0.01
H -3.7596 0.0930 -2.7749 -0.1 0.3 0.2 0.51
H -3.0952 0.0674 -6.4403 0.6 0.7 0.4 0.32
H -2.8063 -1.3239 -5.4682 0.2 -0.1 0.6 0.20
H -4.1878 -0.2179 -5.1446 -0.2 -0.6 -0.1 0.37
C 0.0362 -0.3084 3.8720 -0.9 -1.4 0.6 0.65
O -0.0575 0.2299 4.9569 0.5 0.6 -0.4 -0.68
N 0.3223 -1.6335 3.7366 0.4 -1.2 -0.7 0.34
C 0.6663 -2.5045 4.8628 0.8 2.1 0.2 -1.22
C 0.2345 -2.3685 2.4633 -1.1 1.0 0.8 -0.39
H -0.2614 0.1026 2.8949 0.2 0.6 0.1 0.00
H 0.8311 -1.8144 5.6902 -0.7 -0.2 0.4 0.39
H 1.6931 -2.8410 4.7197 -0.2 -0.9 -0.3 0.38
H -0.0755 -3.2697 5.0914 0.2 0.0 -0.2 0.27
H -0.6228 -3.0346 2.5601 0.5 -0.7 0.0 0.37
H -0.1381 -1.7065 1.6816 0.6 0.3 -0.1 -0.60
H 1.1779 -2.8472 2.2006 -0.2 0.0 0.0 0.40
C 5.1721 -2.4414 -0.6546 1.4 0.0 1.0 -0.58
C 4.6908 -1.4762 -1.5302 1.1 -1.1 -1.4 0.02
C 5.5405 -1.1245 -2.5977 1.5 -0.4 -0.6 -0.13
C 6.8364 -1.7082 -2.7340 -0.4 0.6 0.6 -0.06
C 7.3045 -2.6117 -1.8029 -0.1 -0.8 0.7 -0.28
C 6.4859 -2.9723 -0.7324 -1.2 0.8 -0.8 -0.63
N 7.7895 -1.2576 -3.8190 0.1 0.8 -1.8 0.92
O 8.9810 -1.5693 -3.8065 -1.6 -0.2 0.9 -0.57
O 7.3276 -0.5681 -4.7462 0.0 -0.9 1.7 -0.57
H 4.6057 -2.6783 0.2339 -0.4 -0.3 -0.1 0.46
H 3.6388 -1.2359 -1.4855 0.1 0.7 0.0 0.14
H 5.3593 -0.4264 -3.4015 -0.7 0.2 0.2 0.53
H 8.2567 -3.1183 -1.8576 0.2 0.4 -0.4 0.40
H 6.8439 -3.6714 0.0088 -0.1 0.0 0.0 0.40
C -2.3214 2.2419 2.4763 1.1 -0.3 -1.6 0.48
C -1.5849 2.8113 3.4708 0.4 0.5 1.5 -0.63
C -2.1791 3.1499 4.6681 0.7 0.6 -0.1 -0.44
C -3.5760 3.0452 4.8384 -0.1 0.0 2.4 -0.42
C -4.2977 2.3992 3.8404 -0.3 -0.3 -1.5 -0.76
C -3.6503 2.0386 2.6438 -1.8 0.3 0.9 -0.56
N -4.2186 3.4519 6.0777 3.9 -0.6 -2.8 0.87
O -5.4316 3.3923 6.1267 -3.4 -0.2 0.4 -0.80
O -3.4818 3.8961 7.0023 0.3 0.3 0.5 -0.79
H -1.8149 1.9735 1.5610 0.0 -0.1 -0.3 0.60
H -0.5303 3.0021 3.3373 0.2 -0.2 0.0 0.35
H -1.5045 3.5386 5.4166 -0.5 0.1 0.4 0.40
H -5.3587 2.2254 3.9427 0.0 0.2 0.2 0.40
H -4.2181 1.7225 1.7812 -0.4 -0.4 0.1 0.30
C -0.9129 -3.5529 -4.7915 2.8 1.3 -2.0 -0.58
C 0.2927 -2.8814 -4.4670 -0.4 -0.4 1.2 -0.52
C 0.7062 -2.8155 -3.1316 0.2 1.0 -0.5 -0.17
C -0.0638 -3.3988 -2.1541 -1.7 -1.3 0.0 -0.02
C -1.2129 -4.1047 -2.4985 0.2 0.5 -0.3 -0.36
C -1.6302 -4.1669 -3.8508 -1.0 -1.1 3.3 -0.66
N 0.2722 -3.3689 -0.7139 -0.2 -0.5 1.6 1.06
O -0.3746 -4.0353 0.1124 0.4 0.6 -1.9 -0.60
O 1.2015 -2.6725 -0.3725 0.5 0.3 -0.6 -0.49
H -1.0846 -3.6228 -5.8555 -0.6 -0.1 0.0 0.46
H 0.9289 -2.4326 -5.2154 -0.2 0.0 -0.1 0.46
H 1.5478 -2.2125 -2.8242 0.3 -0.1 -0.2 0.48
H -1.7664 -4.5591 -1.6900 -0.1 -0.2 -0.1 0.53
H -2.5248 -4.7543 -3.9961 -0.1 0.1 -0.6 0.41

=====

# 2
96
Properties=species:S:1:pos:R:3:forces:R:3:mulliken_charge:R:1 method="wB97M-V/def2-TZVPD" orbital_gap_ev="7.292 / 8.436" e_above_lowest_kcal_mol=0.0 s2=2.008 e_homo_ev="-8.1 / -9.3" charge=0 multiplicity=3
C 5.0947 0.9117 -0.1917 -0.1 0.1 0.1 -1.43
C 3.6574 1.2536 0.2466 0.3 0.3 0.2 0.30
C 3.0763 2.3949 -0.5958 0.0 -0.1 -0.1 -1.09
C 1.5843 2.6552 -0.5897 0.1 -0.1 -0.1 1.06
C 0.9776 2.7819 -1.8340 0.1 -0.1 -0.1 -1.03
C -0.3671 3.0495 -1.9729 -0.1 0.1 0.0 -1.48
C -1.1374 3.1934 -0.8350 -0.1 0.1 -0.1 0.75
C -0.5536 3.0798 0.4312 -0.2 0.0 0.0 0.48
C 0.8086 2.8082 0.5697 0.1 0.1 0.2 1.30
C 1.4579 2.6772 1.9156 0.1 -0.2 0.3 -1.68
C -1.4811 3.2923 1.5869 0.0 0.0 0.0 -0.06
O -1.1433 3.7445 2.6606 -0.1 -0.1 0.0 -0.62
C -2.9152 2.9585 1.3568 0.1 0.0 -0.1 -0.63
C -3.4718 3.0388 0.1474 0.0 0.0 0.1 0.70
C -4.9105 2.7504 -0.1451 -0.2 -0.4 0.0 -1.74
C -5.1405 1.2986 -0.6139 0.7 0.4 0.6 0.41
C -4.1097 0.5839 -1.3816 -2.0 0.3 -1.4 -0.34
O -5.3978 1.0796 -1.9672 0.2 -0.3 0.3 -0.49
C -2.5938 3.4642 -0.9855 -0.1 0.1 -0.2 0.24
O -3.0570 3.9797 -1.9847 0.1 -0.3 0.2 -0.59
H 5.8053 1.1339 0.6038 0.0 0.0 0.0 0.35
H 5.2027 -0.1439 -0.4325 0.0 0.0 -0.1 0.30
H 5.3992 1.5016 -1.0572 0.0 -0.1 -0.1 0.41
H 3.7056 1.5617 1.2887 -0.1 -0.2 0.0 -0.17
H 3.0143 0.3747 0.2016 -0.1 0.0 -0.1 0.45
H 3.6060 3.3221 -0.3513 0.0 0.0 0.1 0.31
H 3.3339 2.1795 -1.6353 0.0 0.1 0.0 0.50
H 1.5837 2.6635 -2.7228 0.0 0.0 0.0 0.34
H -0.8185 3.1371 -2.9510 -0.1 0.1 0.0 0.56
H 0.7604 2.7958 2.7348 0.0 0.1 -0.1 0.57
H 2.2424 3.4266 2.0444 0.0 0.0 0.0 0.41
H 1.9226 1.6974 2.0170 0.0 0.1 0.0 -0.09
H -3.4775 2.7054 2.2474 -0.1 0.1 0.0 0.44
H -5.4873 2.9115 0.7654 -0.1 0.1 -0.1 0.44
H -5.2788 3.3977 -0.9391 0.0 0.1 0.1 0.34
H -5.7220 0.6843 0.0810 0.0 0.2 -0.2 0.38
H -3.3507 1.1215 -1.9297 0.6 -0.2 0.6 0.03
H -4.1688 -0.4957 -1.3878 0.7 -0.1 0.2 0.41
C -0.0752 -1.8694 -5.5205 -0.1 0.0 0.1 -1.79
C -0.9986 -3.0226 -5.9578 0.5 0.3 0.2 1.82
C -1.6229 -2.7293 -7.3242 -0.2 0.0 -0.1 -1.33
C -2.7016 -1.6469 -7.2821 0.0 0.0 0.1 -0.44
C -3.7669 -1.9740 -6.2360 0.0 -0.1 -0.3 -1.42
C -3.1852 -2.2435 -4.8469 0.0 0.4 0.4 1.97
N -2.0953 -3.2624 -4.9655 -0.5 -0.2 -0.8 0.50
O -2.5513 -4.4592 -5.0173 0.1 -0.1 0.3 -0.63
C -2.6852 -0.9434 -4.2063 0.1 0.1 0.0 -1.80
C -4.2631 -2.8021 -3.9262 -0.1 -0.1 0.0 -1.91
C -0.1470 -4.2835 -6.0309 0.0 -0.1 -0.1 -1.90
H -0.4142 -0.8926 -5.8574 0.0 0.0 0.0 0.30
H 0.0309 -1.8435 -4.4359 0.0 0.0 0.0 0.33
H 0.9162 -2.0205 -5.9465 0.0 0.0 0.0 0.49
H -2.0642 -3.6522 -7.7127 0.0 0.0 0.1 0.39
H -0.8233 -2.4460 -8.0130 0.0 0.0 0.0 0.36
H -2.2583 -0.6676 -7.0825 0.0 0.0 0.0 0.30
H -3.1723 -1.5705 -8.2638 0.0 0.0 0.0 0.40
H -4.4881 -1.1577 -6.1555 0.0 0.0 0.0 0.38
H -4.3232 -2.8586 -6.5606 0.0 0.0 0.1 0.39
H -2.1490 -1.1529 -3.2788 0.0 0.0 0.0 0.50
H -3.5424 -0.3140 -3.9668 -0.1 -0.1 0.0 0.36
H -2.0396 -0.3507 -4.8474 0.0 0.0 0.0 0.13
H -4.7400 -3.6843 -4.3450 0.1 0.0 0.0 0.41
H -5.0245 -2.0354 -3.7756 0.0 0.0 0.0 0.40
H -3.8427 -3.0708 -2.9558 0.0 0.0 0.0 0.42
H 0.2647 -4.5321 -5.0518 0.0 0.0 0.0 0.45
H 0.6795 -4.1049 -6.7193 0.0 0.0 0.0 0.44
H -0.7144 -5.1377 -6.3900 0.0 0.0 0.0 0.39
C 0.7582 -1.6302 5.4199 0.0 0.1 0.0 -1.79
C 2.2383 -1.5086 5.0115 -0.6 -0.2 -0.1 1.72
C 3.1449 -2.1753 6.0487 0.2 0.0 0.1 -1.26
C 3.2577 -1.3892 7.3542 -0.1 0.0 -0.1 -0.48
C 3.6752 0.0564 7.0889 0.1 -0.2 0.0 -1.29
C 2.7743 0.7717 6.0803 -0.5 0.4 0.2 1.51
N 2.6538 -0.0773 4.8521 0.8 -0.4 0.4 0.89
O 3.6602 0.0548 4.0692 -0.2 0.2 -0.3 -0.65
C 1.4027 1.0817 6.6964 0.0 -0.1 -0.1 -1.62
C 3.3902 2.1045 5.6737 0.1 0.1 0.0 -1.73
C 2.3949 -2.1951 3.6604 0.1 -0.1 -0.1 -1.96
H 0.6025 -1.6031 6.4957 0.0 0.0 0.0 0.31
H 0.1608 -0.8402 4.9645 0.0 0.0 0.0 0.30
H 0.3654 -2.5848 5.0712 0.1 0.0 0.0 0.49
H 4.1445 -2.2899 5.6183 0.0 0.1 -0.1 0.40
H 2.7648 -3.1817 6.2395 0.0 0.0 0.0 0.34
H 2.3144 -1.4196 7.9059 0.0 0.0 0.0 0.29
H 3.9992 -1.8663 7.9973 0.0 0.0 0.0 0.40
H 3.6758 0.6312 8.0178 0.0 0.0 0.0 0.38
H 4.7019 0.0650 6.7100 0.0 0.0 -0.1 0.37
H 0.7187 1.4640 5.9377 0.0 0.0 0.0 0.25
H 1.5259 1.8528 7.4567 0.0 0.0 0.0 0.47
H 0.9348 0.2320 7.1835 0.0 0.0 0.0 0.30
H 4.4052 1.9876 5.3029 0.0 0.0 0.0 0.37
H 3.4146 2.7588 6.5456 0.0 0.0 0.0 0.45
H 2.7946 2.5869 4.8973 0.0 0.0 0.0 0.26
H 1.7903 -1.6984 2.8997 0.0 0.0 0.0 0.42
H 2.0546 -3.2267 3.7529 0.0 0.0 0.0 0.48
H 3.4284 -2.2036 3.3248 0.0 0.1 0.0 0.37